No. 1
A 6-piece molecular cluster, C12H18N6 overall, computed with ωB97M-V/def2-TZVPD.

```
36
Properties=species:S:1:pos:R:3:forces:R:3
C 3.918 4.552 14.876 0.1755 -0.0594 -0.7844
C 4.522 3.274 14.501 -0.2147 0.4864 0.2299
N 5.046 2.288 14.250 0.0949 -0.4706 -0.1326
H 4.682 5.320 14.765 -0.0364 0.0831 0.4029
H 3.541 4.493 15.888 0.0564 0.1934 0.1717
H 3.123 4.819 14.180 -0.0840 -0.1662 0.0793
C 0.595 9.355 20.764 0.1935 0.1222 0.1335
C 0.134 8.057 20.311 0.4200 1.2266 0.4187
N -0.193 7.037 19.935 -0.5105 -1.4920 -0.5846
H 1.675 9.416 20.625 -0.0321 0.0650 -0.0063
H 0.378 9.485 21.821 -0.0361 0.0019 0.0420
H 0.112 10.148 20.201 -0.0232 0.0445 -0.0449
C 0.580 3.572 18.046 0.5782 0.2130 -1.0968
C 1.530 3.657 19.136 -0.1091 -0.0662 0.2536
N 2.304 3.743 19.978 0.0829 -0.0127 0.0876
H -0.164 2.797 18.173 -0.1425 -0.0306 0.2967
H 1.147 3.347 17.128 -0.1682 -0.0792 0.2466
H 0.145 4.552 17.865 -0.3106 0.0256 0.2401
C 2.925 7.323 18.056 0.5881 -0.4720 -0.7298
C 3.742 7.576 16.862 -0.2615 0.0798 0.7134
N 4.377 7.815 15.941 0.2438 0.0209 -0.5074
H 2.071 7.988 18.018 -0.1698 -0.0258 0.3039
H 3.542 7.432 18.943 -0.1009 0.2394 0.1092
H 2.626 6.276 18.020 -0.2811 0.0652 0.1316
C -2.137 1.581 22.207 -0.0172 -0.2505 -0.3972
C -1.472 1.357 20.925 0.0639 0.0269 -0.0076
N -0.945 1.183 19.921 -0.0571 0.0243 0.0273
H -1.562 1.099 22.992 0.0274 0.1136 0.1322
H -3.127 1.131 22.167 -0.0412 0.0318 0.0640
H -2.233 2.648 22.378 0.0415 0.0748 0.1517
C 4.008 1.775 17.563 -0.3424 0.4302 -0.1674
C 4.779 2.996 17.763 1.1223 1.7814 0.4126
N 5.361 3.997 17.893 -1.0550 -1.7767 -0.2438
H 3.520 1.471 18.484 0.1872 -0.0815 0.1549
H 4.632 0.996 17.141 0.0296 -0.1332 -0.0092
H 3.215 2.024 16.854 0.0884 -0.2336 -0.0916
```
Forces are in eV/Å.

Energy above the lowest of the compared OMol25 structures with the same formula, charge and spin in kJ/mol: 19.6
Frontier orbital gap in eV: 11.74
E_LUMO in eV: 0.402

=====

No. 2
A 2-piece molecular cluster, C4H13NO overall, computed with ωB97M-V/def2-TZVPD.

```
19
Properties=species:S:1:pos:R:3:forces:R:3
C -0.772 2.591 -2.170 -0.9532 -2.0515 0.7775
C -0.094 2.235 -0.832 -1.3049 1.1279 0.3453
N 1.754 -5.069 0.771 -0.3306 0.1362 0.0511
H -0.054 2.629 -2.978 -0.1414 0.4619 -0.2444
H -1.584 3.314 -2.137 0.7565 0.8639 0.0069
H -1.391 1.691 -2.311 0.2630 -0.0642 -0.5328
H 0.818 2.829 -0.742 0.2563 -0.4324 0.2904
H -0.764 2.511 -0.006 0.1107 0.3053 -0.1185
H 2.479 -4.406 1.023 0.0564 -0.1487 0.0959
H 1.613 -5.705 1.548 0.2576 0.0040 0.0230
H 0.896 -4.528 0.732 0.0158 0.0126 -0.1715
C -0.551 0.098 0.216 -1.9580 -0.2413 -0.4809
O 0.119 0.856 -0.741 1.8462 -0.6550 -0.7876
C -0.152 0.336 1.649 0.3730 0.6145 -0.1135
H -1.636 0.252 0.050 -0.0057 0.5834 0.6314
H -0.562 -0.949 -0.091 1.0656 -0.1189 0.0305
H -0.779 -0.231 2.334 0.0058 0.0540 0.0534
H 0.903 0.138 1.845 -0.0122 -0.4010 -0.1521
H -0.243 1.408 1.840 -0.3009 -0.0508 0.2960
```
Forces are in eV/Å.

Energy above the lowest of the compared OMol25 structures with the same formula, charge and spin in kJ/mol: 122.1
Frontier orbital gap in eV: 10.54
E_LUMO in eV: 0.830

=====

No. 3
A 2-piece molecular cluster, C2H9N2S overall, computed with ωB97M-V/def2-TZVPD.

```
14
Properties=species:S:1:pos:R:3:forces:R:3
C -1.840 -1.034 0.579 0.1418 -0.9850 1.3993
S -0.318 -0.979 1.727 -1.0218 -0.2860 -0.5194
H -1.608 -1.623 -0.371 -0.5510 1.4671 0.9222
H -2.290 -0.026 0.600 0.4584 -0.2516 -1.2283
H -2.662 -1.563 1.107 0.5704 -0.3238 -0.2821
N 2.151 0.052 -0.187 -2.3197 -1.8304 1.1786
C 0.900 0.437 -0.969 0.8866 -0.5396 -0.6338
N -0.131 1.512 -0.574 1.8933 -0.9648 1.3776
H 1.722 -0.713 0.458 1.4308 2.0736 -0.3029
H 2.690 0.798 0.279 -1.0155 -0.5234 -0.1047
H 0.289 -0.539 -1.114 1.2922 1.6828 0.1606
H 1.507 0.670 -1.867 -1.7275 0.5876 -0.4529
H 0.296 2.006 0.230 0.5402 0.4968 -0.9419
H -0.705 1.003 0.100 -0.5780 -0.6033 -0.5721
```
Forces are in eV/Å.

Energy above the lowest of the compared OMol25 structures with the same formula, charge and spin in kJ/mol: 174.8
Frontier orbital gap in eV: 6.89
Total charge: -1
E_LUMO in eV: 4.241

=====

No. 4
C2H4AlO3 as an isolated structure, computed with ωB97M-V/def2-TZVPD.

```
10
Properties=species:S:1:pos:R:3:forces:R:3
O 0.977 0.668 -1.138 -0.2732 -1.9583 -1.3633
C -0.095 0.264 -0.553 0.7393 3.7246 2.2088
Al -0.037 -2.397 -0.508 -0.4289 -1.5951 0.1289
O -0.762 0.825 0.398 0.9101 -0.5372 -3.2268
O -0.469 -0.845 -0.996 -2.1121 -3.8888 -0.8543
H 1.081 -0.171 -1.816 0.7442 3.6940 1.3428
C -0.366 0.739 1.772 0.4879 0.8439 2.2199
H 0.631 0.308 1.910 -0.1198 -0.1459 -0.3060
H -0.300 1.773 2.118 -0.1279 -0.2270 0.1045
H -1.143 0.202 2.325 0.1803 0.0897 -0.2547
```
Forces are in eV/Å.

Energy above the lowest of the compared OMol25 structures with the same formula, charge and spin in kJ/mol: 270.2
Frontier orbital gap (alpha / beta) in eV: 9.92 / 6.52
Total charge: +2
Spin multiplicity: 2
E_LUMO (alpha / beta) in eV: -11.143 / -14.537

=====

No. 5
An isolated ion of composition C5H10N3O and charge +1, computed with ωB97M-V/def2-TZVPD.

```
19
Properties=species:S:1:pos:R:3:forces:R:3
C 0.592 0.143 -1.721 0.4942 1.4015 1.7253
C -0.155 -1.363 0.957 0.9655 1.8893 -2.2966
C -0.349 0.014 1.482 -0.2898 -0.4310 -0.0499
C 0.177 1.197 -2.780 1.2975 -0.3102 0.2555
C 0.215 0.291 2.679 -1.0366 2.2792 -0.6999
N -0.167 -0.839 -1.450 -1.1609 0.7659 -0.8373
N -0.037 -1.639 -0.330 1.0815 0.8691 0.6561
N -1.079 0.915 0.688 1.0436 0.9122 1.1806
O 0.128 -2.337 1.750 -0.3869 -1.2012 0.4067
H -0.676 0.949 -3.505 1.6007 -0.0287 1.1420
H 1.206 1.370 -3.214 -1.4245 0.2190 -0.5220
H -0.068 2.174 -2.264 0.2396 -1.1492 -0.2601
H 0.721 -0.361 3.335 0.4445 -0.9455 0.2132
H 0.161 1.356 3.049 0.0024 -1.2661 -0.4792
H 1.541 0.411 -1.034 -1.9679 -0.5990 -1.5451
H 0.247 -2.545 -0.625 -0.0934 -1.2785 0.3002
H -0.725 1.871 0.867 -0.7492 -0.7238 -0.3510
H -1.163 0.719 -0.294 -0.1001 -0.0631 0.0907
H -0.568 -2.326 2.411 0.0397 -0.3397 1.0706
```
Forces are in eV/Å.

Energy above the lowest of the compared OMol25 structures with the same formula, charge and spin in kJ/mol: 310.3
Frontier orbital gap in eV: 8.62
Total charge: +1
E_LUMO in eV: -4.606

=====

No. 6
A 12-piece molecular cluster, C5H32O12 overall, computed with ωB97M-V/def2-TZVPD.

```
49
Properties=species:S:1:pos:R:3:forces:R:3
C 3.254 -0.986 1.026 1.5499 3.3593 1.3117
C 2.228 -1.946 0.544 -0.6562 -0.4897 -2.8520
C -1.101 -1.546 2.653 -3.8684 -1.0568 -0.1420
O -1.814 -0.432 2.036 -0.3641 -0.7862 -2.3846
C 0.266 -1.645 2.182 2.9949 0.3972 2.1207
C 0.718 -1.933 0.966 3.4332 0.1097 1.6413
H 4.284 -0.825 0.490 -1.7856 -1.6298 0.6922
H 3.453 -1.272 2.130 -0.0066 1.3404 -1.5248
H 2.953 0.159 0.802 -0.0655 -2.4555 1.3974
H 2.677 -2.960 0.492 -0.6311 0.1579 0.5493
H 2.107 -1.746 -0.543 0.1373 -0.0675 0.3095
H -1.289 -1.430 3.783 0.7533 -0.2516 -1.8145
H -1.680 -2.494 2.276 1.0104 1.3862 1.1039
H -2.034 -0.723 1.050 0.4883 0.8181 2.5770
H 1.029 -1.423 3.083 -1.2455 -0.8496 -2.3701
H 0.238 -2.264 0.103 -1.9204 -0.2868 -0.9121
H 2.178 3.801 1.312 -0.0684 0.1151 -0.7879
H 1.506 4.301 -0.027 1.2940 -0.5729 0.9514
O 2.369 4.008 0.376 -1.2326 0.3928 -0.2045
H 1.113 0.103 3.021 0.2742 2.6637 0.7718
H 0.655 1.565 2.754 0.1846 -0.1008 0.2183
O 1.187 1.057 3.390 -0.4543 -1.8628 -1.0485
H -2.382 1.357 -1.994 -2.8268 -0.6602 0.6351
H -1.334 2.124 -1.061 -0.6539 -0.7448 -1.1372
O -1.535 1.696 -1.938 3.2653 2.0846 1.1012
H 0.031 -1.489 -3.166 -0.2430 0.0840 0.7787
H 0.589 -2.795 -3.473 -0.1457 -0.5044 0.4978
O 0.126 -2.370 -2.733 0.4700 -0.0532 -0.8860
H -2.236 -3.865 -0.272 0.9302 -1.9459 -0.7868
H -3.019 -3.231 0.783 -1.0204 -0.3030 1.8640
O -2.579 -3.044 -0.013 0.2871 0.5018 -0.6797
H -2.451 1.838 3.079 -0.6114 1.0570 -0.2340
H -3.217 2.134 1.866 -1.0317 -0.8189 -1.6167
O -2.982 2.566 2.657 1.2011 -0.4266 1.9313
H -0.559 0.933 -3.652 -0.7192 -4.6334 0.0374
H -1.621 -0.015 -3.106 -0.3025 -0.4329 0.2003
O -0.839 -0.143 -3.637 1.0239 4.8689 -0.9313
H -1.544 3.115 1.271 0.8842 0.1153 0.2987
H -1.117 1.740 1.080 0.1347 -1.4929 0.1720
O -0.730 2.604 1.066 -0.5872 1.1719 -0.5451
H 3.753 2.250 -1.961 2.0276 0.9382 0.6645
H 2.384 2.272 -2.312 -1.9899 0.9442 -0.3547
O 3.067 1.661 -2.164 0.0288 -1.7638 -0.0568
H -2.353 -1.141 -1.319 2.1694 -0.7775 -1.6936
H -3.611 -1.622 -0.723 1.5173 1.8863 0.3925
O -2.939 -0.860 -0.668 -3.6947 0.6395 0.9239
H 2.545 -1.294 -3.626 -0.9660 2.1570 -0.3951
H 2.699 0.164 -3.140 -0.1641 0.1538 -0.1588
O 2.176 -0.357 -3.772 1.1957 -2.3749 0.3751
```
Forces are in eV/Å.

Energy above the lowest of the compared OMol25 structures with the same formula, charge and spin in kJ/mol: 324.4
Frontier orbital gap in eV: 9.63
E_LUMO in eV: -0.018

=====

Repeat the first record exactly.
A 6-piece molecular cluster, C12H18N6 overall, computed with ωB97M-V/def2-TZVPD.

```
36
Properties=species:S:1:pos:R:3:forces:R:3
C 3.918 4.552 14.876 0.1755 -0.0594 -0.7844
C 4.522 3.274 14.501 -0.2147 0.4864 0.2299
N 5.046 2.288 14.250 0.0949 -0.4706 -0.1326
H 4.682 5.320 14.765 -0.0364 0.0831 0.4029
H 3.541 4.493 15.888 0.0564 0.1934 0.1717
H 3.123 4.819 14.180 -0.0840 -0.1662 0.0793
C 0.595 9.355 20.764 0.1935 0.1222 0.1335
C 0.134 8.057 20.311 0.4200 1.2266 0.4187
N -0.193 7.037 19.935 -0.5105 -1.4920 -0.5846
H 1.675 9.416 20.625 -0.0321 0.0650 -0.0063
H 0.378 9.485 21.821 -0.0361 0.0019 0.0420
H 0.112 10.148 20.201 -0.0232 0.0445 -0.0449
C 0.580 3.572 18.046 0.5782 0.2130 -1.0968
C 1.530 3.657 19.136 -0.1091 -0.0662 0.2536
N 2.304 3.743 19.978 0.0829 -0.0127 0.0876
H -0.164 2.797 18.173 -0.1425 -0.0306 0.2967
H 1.147 3.347 17.128 -0.1682 -0.0792 0.2466
H 0.145 4.552 17.865 -0.3106 0.0256 0.2401
C 2.925 7.323 18.056 0.5881 -0.4720 -0.7298
C 3.742 7.576 16.862 -0.2615 0.0798 0.7134
N 4.377 7.815 15.941 0.2438 0.0209 -0.5074
H 2.071 7.988 18.018 -0.1698 -0.0258 0.3039
H 3.542 7.432 18.943 -0.1009 0.2394 0.1092
H 2.626 6.276 18.020 -0.2811 0.0652 0.1316
C -2.137 1.581 22.207 -0.0172 -0.2505 -0.3972
C -1.472 1.357 20.925 0.0639 0.0269 -0.0076
N -0.945 1.183 19.921 -0.0571 0.0243 0.0273
H -1.562 1.099 22.992 0.0274 0.1136 0.1322
H -3.127 1.131 22.167 -0.0412 0.0318 0.0640
H -2.233 2.648 22.378 0.0415 0.0748 0.1517
C 4.008 1.775 17.563 -0.3424 0.4302 -0.1674
C 4.779 2.996 17.763 1.1223 1.7814 0.4126
N 5.361 3.997 17.893 -1.0550 -1.7767 -0.2438
H 3.520 1.471 18.484 0.1872 -0.0815 0.1549
H 4.632 0.996 17.141 0.0296 -0.1332 -0.0092
H 3.215 2.024 16.854 0.0884 -0.2336 -0.0916
```
Forces are in eV/Å.

Energy above the lowest of the compared OMol25 structures with the same formula, charge and spin in kJ/mol: 19.6
Frontier orbital gap in eV: 11.74
E_LUMO in eV: 0.402